Molecular formula: C4BO8Sn
Method: DFT, ωB97M-V with the def2-TZVPD basis set

```
14
Properties=species:S:1:pos:R:3:forces:R:3:nbo_charge:R:1
B 0.302 -0.363 0.131 1.3 -2.2 0.1 1.154
C -0.482 1.183 1.599 -0.2 0.0 0.5 0.690
C 0.798 -2.440 -0.684 0.6 -0.6 0.3 0.670
O -0.736 1.865 2.542 0.0 0.2 0.0 -0.501
O -0.073 -1.789 0.083 -0.7 0.9 -0.2 -0.652
Sn -3.753 4.317 -0.632 1.8 -1.9 0.6 1.718
O 0.280 0.124 1.506 -0.4 0.8 0.0 -0.589
O -0.673 0.518 -0.599 -0.7 0.8 -0.4 -0.549
O 0.844 -3.600 -0.923 -0.6 -0.2 -0.1 -0.466
O 2.937 -1.769 -1.592 0.2 0.3 -0.3 -0.468
O 1.633 -0.316 -0.464 -0.5 1.5 0.1 -0.658
C 1.934 -1.466 -1.040 0.2 -0.6 0.2 0.677
O -1.894 2.318 -0.112 -2.2 2.4 -0.7 -0.778
C -1.116 1.419 0.185 1.1 -1.3 0.1 0.750
```
Forces are in eV/Å.

Computed properties:
Calculated total energy, eV: -27027.87733
2S+1: 1
Kohn-Sham gap, eV: 1.8
HOMO, eV: -11.7
Net charge: +1